Entry 1:
Molecular formula: C22H49FN7O8S
Method: DFT, the ωB97M-V functional and the def2-TZVPD basis

Summary:
**Energy relative to the best compared isomer or geometry (same formula, charge and spin)**: 171.67 kJ/mol
**Energy**: -63964.337 eV
**Orbital gap**: 6.131 eV
**E_HOMO**: -10.84 eV

Structure (ORCA input):
```
! RIJCOSX wB97M-V def2-TZVPD def2/J DEFGRID3
* xyz 1 1
O -3.2394 -2.3919 0.1037
S -1.8986 -2.3506 0.7277
O -0.8698 -3.1256 -0.0003
F -2.0594 -2.9695 2.2476
C -1.3732 -0.6078 1.0316
N -0.3290 -0.2880 1.7335
C -0.2175 1.2030 1.8122
C -1.7519 1.5878 1.7482
C -2.1474 0.6551 0.5167
H 0.3032 -0.9547 2.1805
H 0.4742 1.6860 1.0511
H 0.0341 1.3883 2.8833
H -2.3216 1.2068 2.6422
H -2.0217 2.6654 1.7044
H -3.2381 0.5014 0.3214
H -1.7024 1.1182 -0.4141
C -0.5810 2.2643 -3.0219
O -0.6834 1.9940 -1.8333
N -0.7120 1.3815 -4.0311
C -0.5773 1.7733 -5.4203
C -0.9981 -0.0084 -3.7185
H -0.3657 3.2867 -3.3670
H -1.5085 1.5483 -5.9425
H 0.2397 1.2068 -5.8715
H -0.3646 2.8386 -5.5079
H -1.9378 -0.0654 -3.1651
H -0.1972 -0.4076 -3.0911
H -1.0766 -0.5957 -4.6315
C -0.0699 0.5075 5.9258
O -0.4486 -0.0953 4.9310
N 1.1353 0.3590 6.5120
C 1.5140 1.1104 7.6948
C 2.0821 -0.5821 5.9417
H -0.7099 1.2428 6.4365
H 2.4010 1.7070 7.4724
H 1.7387 0.4146 8.5053
H 0.7083 1.7730 8.0078
H 2.3008 -0.2948 4.9106
H 1.6414 -1.5812 5.9392
H 3.0030 -0.5908 6.5209
C -2.9744 -0.2471 -7.7461
O -2.7252 -0.7879 -6.6837
N -4.0951 0.4607 -8.0211
C -4.3192 1.0767 -9.3150
C -5.1032 0.6060 -6.9865
H -2.2765 -0.2968 -8.5969
H -4.4319 2.1554 -9.1856
H -5.2311 0.6676 -9.7551
H -3.4830 0.8841 -9.9860
H -4.6612 1.0977 -6.1172
H -5.4561 -0.3818 -6.6846
H -5.9403 1.1966 -7.3539
C 2.8669 3.4179 0.7745
O 2.1059 2.7276 1.4389
N 3.3156 3.1099 -0.4581
C 4.2197 3.9781 -1.1869
C 2.8804 1.8697 -1.0760
H 3.2553 4.3768 1.1487
H 3.7482 4.2825 -2.1239
H 5.1408 3.4339 -1.4041
H 4.4592 4.8666 -0.6035
H 1.7889 1.8743 -1.1617
H 3.1789 1.0327 -0.4477
H 3.3246 1.7614 -2.0615
C 5.5855 -0.8234 -1.7424
O 5.1821 0.2268 -1.2786
N 4.8899 -1.9860 -1.7582
C 5.4351 -3.2031 -2.3294
C 3.5579 -2.0118 -1.1852
H 6.5827 -0.9110 -2.2009
H 4.7887 -3.5403 -3.1426
H 5.4790 -3.9748 -1.5578
H 6.4377 -3.0327 -2.7193
H 2.9243 -1.2925 -1.7098
H 3.6122 -1.7249 -0.1320
H 3.1276 -3.0081 -1.2709
C -2.4456 -1.9934 7.3366
O -2.5174 -2.2164 8.5259
N -2.5951 -2.9201 6.3566
C -2.4937 -2.5744 4.9544
C -2.8644 -4.2974 6.7285
H -2.2449 -0.9820 6.9455
H -3.4351 -2.8189 4.4562
H -1.6831 -3.1485 4.5021
H -2.2892 -1.5104 4.8317
H -3.7897 -4.3416 7.3061
H -2.0486 -4.6699 7.3511
H -2.9586 -4.9184 5.8391
*
```

Entry 2:
Molecular formula: C22H49GeN2O2SeSi3W
Method: DFT, the ωB97M-V functional and the def2-TZVPD basis

Summary:
**Energy**: -177999.378 eV
**Orbital gap (alpha / beta)**: 6.509 / 6.509 eV
**E_HOMO (alpha / beta)**: -9.39 / -9.39 eV

Structure (ORCA input):
```
! RIJCOSX wB97M-V def2-TZVPD def2/J DEFGRID3
* xyz 1 1
W -0.3024 -1.1048 -0.2325
C -1.2776 1.9852 3.5458
Si -1.0506 1.3956 1.7767
C 0.4384 2.3549 1.1366
C -2.4741 2.0446 0.7418
C -0.9301 -0.5145 1.7890
Si -2.5583 -1.4913 1.5473
C -2.3965 -3.3883 1.7446
C -3.4513 -1.1205 -0.2363
C -3.8163 -0.9884 2.8569
Si 0.4339 -1.3307 2.8162
C -0.2193 -1.8503 4.4894
C 1.9514 -0.2791 3.2089
C 1.0669 -2.8392 1.7870
C 1.7084 -3.9487 2.3222
C 2.1099 -4.9736 1.4822
C 1.8611 -4.8672 0.1194
C 1.2236 -3.7418 -0.3485
N 0.8306 -2.7426 0.4592
H -1.4154 3.0688 3.5706
H -0.4114 1.7445 4.1669
H -2.1571 1.5219 3.9980
H 0.1105 3.3744 0.9160
H 0.8374 1.9403 0.2277
H 1.2374 2.4169 1.8831
H -2.4705 3.1362 0.7868
H -3.4402 1.6989 1.1104
H -2.3832 1.7547 -0.3076
H -1.8000 -3.8527 0.9668
H -3.3982 -3.8211 1.6865
H -1.9743 -3.6768 2.7125
H -2.7180 -1.1107 -1.0530
H -4.0191 -0.1763 -0.2590
H -4.1652 -1.9110 -0.4843
H -3.4247 -1.1546 3.8650
H -4.7273 -1.5809 2.7478
H -4.0886 0.0661 2.7705
H -0.6315 -0.9792 5.0024
H 0.5713 -2.2663 5.1212
H -1.0042 -2.6025 4.4061
H 1.6692 0.5987 3.7924
H 2.4983 0.0657 2.3402
H 2.6480 -0.8702 3.8101
H 1.8902 -4.0129 3.3868
H 2.6086 -5.8479 1.8796
H 2.1559 -5.6465 -0.5680
H 1.0025 -3.6156 -1.4018
O -1.6230 -2.1791 -0.3714
C -1.3255 3.3801 -6.1315
Ge -0.8134 2.6435 -4.3952
C 1.1168 2.8572 -4.1336
C -1.7716 3.5816 -2.9755
C -1.2745 0.7239 -4.3480
Se -0.7981 -0.1061 -2.6200
C 0.8448 -0.9685 -3.2337
H -1.0749 4.4395 -6.1682
H -2.3977 3.2650 -6.2860
H -0.7979 2.8650 -6.9339
H 1.3746 3.9148 -4.1661
H 1.6679 2.3362 -4.9173
H 1.4065 2.4511 -3.1630
H -1.5217 4.6415 -3.0062
H -1.4944 3.1823 -1.9994
H -2.8471 3.4680 -3.1084
H -0.7631 0.1854 -5.1458
H -2.3439 0.5831 -4.4958
H 1.4994 -0.2242 -3.6813
H 0.5999 -1.7602 -3.9356
H 1.3717 -1.4098 -2.3836
C 4.9652 0.5376 0.4471
N 3.5992 0.8485 -0.0214
C 3.3377 2.1400 -0.6748
C 2.6743 -0.0565 0.1576
O 1.4623 0.0271 -0.1792
H 5.6235 1.3700 0.2308
H 5.3364 -0.3550 -0.0528
H 4.9549 0.3557 1.5208
H 4.2580 2.7104 -0.7214
H 2.5920 2.7007 -0.1194
H 2.9650 1.9682 -1.6836
H 3.0484 -0.9780 0.6163
*
```

Entry 3:
Molecular formula: C22H50BNO5P
Method: DFT, the ωB97M-V functional and the def2-TZVPD basis

Summary:
**Energy relative to the best compared isomer or geometry (same formula, charge and spin)**: 0.00 kJ/mol
**Energy**: -45318.027 eV
**Orbital gap**: 4.648 eV
**E_HOMO**: -2.65 eV

Structure (ORCA input):
```
! RIJCOSX wB97M-V def2-TZVPD def2/J DEFGRID3
* xyz -1 1
C 2.9232 -0.9185 2.2197
C 2.7490 -0.7556 0.6953
C 1.2673 -0.7326 0.3324
C 0.5150 0.5641 0.7214
N -0.5848 0.8510 -0.2212
B -1.9160 1.2720 0.4683
P -3.2562 -0.1741 0.4548
C -4.2432 -0.0183 2.0402
C -2.3738 -1.7991 0.6841
C -2.9717 -2.9469 -0.1254
H 2.0283 -0.5427 2.7042
H 3.8030 -0.3724 2.5591
H 3.0504 -1.9652 2.4753
H 3.1766 -1.6341 0.2096
H 3.2844 0.1097 0.3084
H 0.7875 -1.5630 0.8503
H 1.1114 -0.8887 -0.7325
H 1.2181 1.4001 0.7580
H 0.0693 0.3970 1.6980
H -0.2798 1.6756 -0.7197
H -2.4230 2.1884 -0.1753
H -1.7409 1.7220 1.6058
H -3.7624 0.6357 2.7644
H -5.2528 0.3139 1.8243
H -4.3242 -1.0146 2.4752
H -1.3598 -1.6491 0.3154
H -2.2843 -2.0807 1.7360
H -3.1358 -2.6333 -1.1507
H -2.2356 -3.7567 -0.1538
H -3.8722 -3.3487 0.3327
C 0.8418 2.5662 -4.1307
C 0.6484 3.6384 -3.0864
O 0.7507 3.3877 -1.9079
C 0.3146 5.0198 -3.5874
H 1.0679 1.6216 -3.6403
H -0.0699 2.4551 -4.7196
H 1.6649 2.8367 -4.7957
H -0.6168 4.9869 -4.1506
H 1.1135 5.3913 -4.2315
H 0.1981 5.6934 -2.7405
C 2.7342 5.3698 -0.5326
C 4.0039 5.9397 -1.1032
O 4.0011 6.8390 -1.9160
C 5.2993 5.3315 -0.6170
H 1.8784 5.8837 -0.9588
H 2.6584 4.3098 -0.7705
H 2.7218 5.4973 0.5516
H 5.3231 4.2670 -0.8545
H 5.3864 5.4548 0.4635
H 6.1388 5.8255 -1.1023
C 0.9319 -4.4045 4.9371
C 1.0752 -4.2575 3.4406
O 2.1178 -3.8979 2.9420
C -0.1367 -4.5687 2.6039
H 1.8730 -4.1466 5.4195
H 0.1484 -3.7388 5.3031
H 0.6691 -5.4344 5.1805
H -0.9611 -3.9072 2.8775
H -0.4345 -5.6065 2.7555
H 0.1019 -4.4132 1.5539
C -1.8594 -8.8631 5.3627
C -0.5285 -8.3265 4.8952
O -0.4569 -7.4513 4.0648
C 0.7103 -8.9296 5.5121
H -2.6617 -8.3451 4.8429
H -1.9270 -9.9314 5.1510
H -1.9692 -8.7058 6.4369
H 0.7467 -10.0006 5.3062
H 0.7031 -8.7753 6.5924
H 1.5934 -8.4555 5.0900
C -3.5777 5.0348 -6.9297
C -2.1487 5.5191 -6.9464
O -1.3219 5.0724 -6.1862
C -1.7971 6.5876 -7.9537
H -3.6939 4.2726 -6.1630
H -4.2515 5.8652 -6.7123
H -3.8393 4.6092 -7.9000
H -2.3995 7.4801 -7.7769
H -1.9871 6.2248 -8.9651
H -0.7444 6.8436 -7.8583
*
```

Entry 4:
Molecular formula: C22H50Br2FN7O7S
Method: DFT, the ωB97M-V functional and the def2-TZVPD basis

Summary:
**Energy**: -202019.224 eV
**SMILES**: CCCCNN([C@H](Br)[C@@H](C)Br)S(=O)(=O)F.CN(C)C=O.CN(C)C=O.CN(C)C=O.CN(C)C=O.CN(C)C=O
**Orbital gap**: 8.506 eV
**E_HOMO**: -9.10 eV

Structure (ORCA input):
```
! RIJCOSX wB97M-V def2-TZVPD def2/J DEFGRID3
* xyz 0 1
C 3.0816 -1.6552 1.3753
C 3.5481 -0.1819 0.8287
C 2.3401 0.6521 0.0379
C 1.7953 1.8941 0.9549
N 0.8287 1.5213 2.0522
N 0.1497 0.3397 1.8121
C -1.0274 0.5064 0.8777
Br -2.6519 1.3474 1.7218
C -1.4731 -0.9174 0.1224
C -3.0295 -1.3462 0.4070
Br -1.3548 -0.6120 -1.8919
S -0.3225 -0.2424 3.3980
O -0.6671 0.9207 4.4078
O -1.4343 -1.3450 3.3598
F 1.0621 -1.0357 4.1152
H 3.0079 -1.5864 2.5457
H 2.1322 -2.1028 0.8550
H 3.9931 -2.3940 1.1562
H 4.4013 -0.3761 0.0166
H 4.0564 0.5056 1.6472
H 1.5137 -0.0430 -0.4119
H 2.8888 1.1485 -0.8992
H 1.3973 2.7505 0.2432
H 2.7557 2.3569 1.4920
H 0.1176 2.3106 2.0628
H -0.7301 1.2319 -0.0226
H -0.7137 -1.7916 0.3338
H -3.8249 -0.6344 -0.1275
H -3.2966 -1.5141 1.5425
H -3.1917 -2.4091 -0.1118
C 3.3912 -2.6267 -1.7494
O 4.1664 -1.6822 -1.6633
N 3.7244 -3.8992 -2.1616
C 2.7473 -4.9654 -2.2369
C 5.0960 -4.1805 -2.5317
H 2.3248 -2.5210 -1.4918
H 3.0604 -5.7798 -1.5773
H 2.6970 -5.3274 -3.2679
H 1.7575 -4.6160 -1.9306
H 5.7452 -3.9739 -1.6756
H 5.3834 -3.5236 -3.3582
H 5.2076 -5.2248 -2.8352
C -6.7645 -2.1657 1.0348
O -6.4551 -1.3194 0.2052
N -7.0032 -1.9252 2.3710
C -7.3657 -2.9829 3.2916
C -6.8883 -0.5713 2.8720
H -6.8789 -3.2267 0.7593
H -8.3432 -2.7546 3.7260
H -6.6147 -3.0343 4.0852
H -7.4161 -3.9492 2.7823
H -7.5923 0.0689 2.3321
H -5.8719 -0.2095 2.6896
H -7.1051 -0.5363 3.9430
C -3.4812 4.9190 -1.6072
O -2.5117 4.8579 -0.8611
N -4.2705 3.8525 -1.9810
C -5.4034 4.0066 -2.8700
C -3.9580 2.5345 -1.4688
H -3.8054 5.8738 -2.0521
H -6.3084 3.6796 -2.3502
H -5.2449 3.3853 -3.7563
H -5.5236 5.0485 -3.1791
H -4.0013 2.5579 -0.3758
H -2.9428 2.2651 -1.7753
H -4.6666 1.7942 -1.8498
C -1.4989 7.4789 -4.5161
O -1.7637 8.0870 -5.5459
N -0.2765 6.9203 -4.2096
C -0.0417 6.2145 -2.9669
C 0.8092 7.0425 -5.1601
H -2.2531 7.3288 -3.7266
H 0.7617 6.7171 -2.4207
H 0.2565 5.1870 -3.1943
H -0.9418 6.1979 -2.3464
H 1.0112 8.1034 -5.3353
H 0.5084 6.5805 -6.1053
H 1.7107 6.5534 -4.7815
C 5.4626 -5.4359 2.4590
O 5.6226 -6.0156 1.3920
N 6.3537 -4.5529 3.0304
C 6.0911 -3.9060 4.2993
C 7.5932 -4.2616 2.3405
H 4.5541 -5.5862 3.0647
H 6.0878 -2.8225 4.1503
H 6.8818 -4.1767 5.0050
H 5.1248 -4.2151 4.7073
H 7.3629 -3.8443 1.3558
H 8.1530 -5.1922 2.2065
H 8.1945 -3.5490 2.9113
*
```

Entry 5:
Molecular formula: C22H50BrCl2LuN10
Method: DFT, the ωB97M-V functional and the def2-TZVPD basis

Summary:
**Energy relative to the best compared isomer or geometry (same formula, charge and spin)**: 174.71 kJ/mol
**Energy**: -167224.397 eV
**Orbital gap**: 8.669 eV
**E_HOMO**: -13.46 eV

Structure (ORCA input):
```
! RIJCOSX wB97M-V def2-TZVPD def2/J DEFGRID3
* xyz 2 1
Lu 0.4323 -0.2975 -0.4857
C 2.1833 2.5432 3.8678
N 2.6920 1.2986 3.3363
C 4.0469 0.9726 3.7341
C 1.9389 0.4572 2.5550
N 1.3462 0.8383 1.4419
C 1.6773 2.1935 0.9837
C 1.5907 2.4224 -0.5390
N 0.3640 1.9174 -1.1945
C 0.5124 1.9060 -2.6645
C -0.4038 0.8337 -3.2764
N 0.1834 -0.4851 -3.0053
C 0.2168 -1.2852 -4.0716
N 1.2530 -2.1230 -4.2650
C 2.6115 -1.7522 -3.9341
C 1.1635 -3.3608 -5.0117
N -0.7840 -1.3049 -4.9989
C -0.5272 -1.3782 -6.4229
C -2.1798 -1.1516 -4.6560
C -0.8322 2.7160 -0.8735
C -1.4756 2.4065 0.4833
N -1.3888 0.9989 0.8532
C -2.0922 0.6115 1.8702
N -1.9548 -0.7752 2.1970
C -1.4983 -0.9140 3.5841
C -3.0672 -1.6941 1.9532
N -2.8409 1.4286 2.6588
C -2.3666 2.6679 3.2478
C -4.1469 1.0458 3.1577
N 1.8078 -0.8210 3.0055
C 1.3449 -1.9117 2.1741
C 2.2123 -1.2114 4.3415
H 2.3282 2.5543 4.9511
H 1.1165 2.6258 3.6753
H 2.6960 3.4137 3.4499
H 4.7003 1.8003 3.4529
H 4.3853 0.0855 3.2092
H 4.1397 0.8223 4.8117
H 2.7145 2.4242 1.2550
H 1.0342 2.9270 1.4795
H 2.4561 1.9325 -1.0016
H 1.6957 3.5051 -0.6996
H 1.5446 1.6540 -2.9296
H 0.2773 2.8877 -3.0972
H -0.4766 1.0149 -4.3569
H -1.4187 0.9346 -2.8558
H 2.6300 -0.7578 -3.5004
H 3.0595 -2.4608 -3.2381
H 3.2112 -1.7395 -4.8463
H 0.1276 -3.6409 -5.1876
H 1.6551 -4.1454 -4.4323
H 1.6818 -3.2893 -5.9729
H 0.5214 -1.1834 -6.6252
H -1.1226 -0.6080 -6.9157
H -0.8065 -2.3445 -6.8457
H -2.3179 -1.2618 -3.5839
H -2.7498 -1.9384 -5.1571
H -2.5781 -0.1840 -4.9763
H -1.5773 2.5272 -1.6484
H -0.5934 3.7884 -0.9029
H -2.5271 2.7118 0.4438
H -0.9965 3.0349 1.2326
H -2.2925 -0.7410 4.3185
H -0.6839 -0.2159 3.7682
H -1.1335 -1.9314 3.7176
H -3.5981 -1.4327 1.0410
H -3.7833 -1.7203 2.7817
H -2.6569 -2.7010 1.8524
H -1.2815 2.7080 3.2352
H -2.6790 2.6864 4.2936
H -2.7828 3.5485 2.7535
H -4.5954 0.2851 2.5274
H -4.7879 1.9280 3.1193
H -4.1166 0.7025 4.1955
H 2.1383 -2.2617 1.5036
H 0.4422 -1.6100 1.6097
H 1.0657 -2.7451 2.8179
H 2.1910 -0.3584 5.0119
H 3.2098 -1.6543 4.3547
H 1.5110 -1.9528 4.7238
Cl -2.0017 -1.6731 -1.0647
C -1.2815 -3.2738 -1.2856
Cl 0.4276 -3.0852 -0.8923
H -1.3829 -3.5829 -2.3271
H -1.7441 -3.9845 -0.5982
Br 2.9837 -0.8157 -0.6936
*
```

| no. | M (g/mol) |
| --- | --- |
| 1 | 590.740 |
| 2 | 793.314 |
| 3 | 450.430 |
| 4 | 735.557 |
| 5 | 780.489 |